Record 1
Computed, not measured: C17H14ClEuNO4 as an isolated structure at a distorted geometry, with wB97M-V/def2-TZVPD.

```
38
Properties=species:S:1:pos:R:3:forces:R:3
C 2.114049 -2.660282 -0.359126 -0.54 0.60 -0.45
C 2.128781 -2.163498 -1.707943 -0.60 -0.06 0.29
C 0.774605 -2.169443 -2.199466 0.68 -0.02 0.72
H 3.014342 -1.858478 -2.265821 -0.31 -0.13 0.07
C -0.058706 -2.696363 -1.160280 0.61 0.58 0.13
C 0.753444 -2.931112 -0.022299 0.06 -0.34 -0.13
H 0.386889 -3.352713 0.923603 0.30 0.34 -0.49
H 2.989259 -2.891739 0.255526 -0.40 0.33 -0.19
H 0.474559 -1.920553 -3.211317 0.05 0.07 0.12
H -1.114848 -2.966500 -1.245492 0.38 0.42 0.08
Eu 1.151930 0.077791 -0.453692 -0.79 -1.44 0.62
Cl 2.819657 1.784326 -1.413149 -0.26 -0.33 0.45
C 1.295024 2.418137 -5.206927 -0.04 -0.85 -0.50
C 0.062289 1.777673 -5.551642 0.86 -0.33 -0.15
C 0.373588 0.544973 -6.208756 0.61 0.56 0.30
H -0.937106 2.171046 -5.369994 0.19 -0.09 0.00
C 1.798044 0.424107 -6.271008 -0.47 0.75 0.35
C 2.367522 1.582660 -5.652836 -0.99 -0.15 -0.14
H 3.430260 1.799908 -5.554712 -0.22 -0.07 0.04
H 1.401939 3.377644 -4.703390 -0.03 -0.21 -0.06
H -0.346344 -0.167462 -6.611118 0.13 0.13 0.10
H 2.351696 -0.394122 -6.731368 -0.11 0.15 0.13
O 0.818701 -0.339826 1.909479 -0.19 0.65 -0.80
C -0.284220 0.326097 1.925294 -0.75 -0.08 1.10
O -0.705059 0.903160 0.853250 0.82 -0.36 -0.46
C -1.087197 0.424968 3.192137 0.71 -0.22 -1.31
C -2.223094 1.248066 3.300452 -0.62 0.21 0.67
C -2.856404 1.426980 4.523954 0.08 0.08 -1.10
C -2.398888 0.750339 5.660915 -0.17 0.56 1.44
C -1.321822 -0.159671 5.537257 0.46 -0.30 -0.17
C -0.678576 -0.313438 4.314141 -0.33 0.15 0.69
N -2.953869 1.136242 6.922466 0.68 -0.45 -1.79
O -3.839681 2.031521 6.916154 -0.33 0.16 0.21
O -2.533375 0.611404 7.979086 0.24 -0.40 0.39
H -2.656927 1.758620 2.447406 0.40 -0.03 -0.11
H -3.694259 2.107955 4.637372 0.16 -0.19 -0.09
H -0.972991 -0.698791 6.414281 -0.16 0.12 -0.13
H 0.156786 -0.999615 4.187549 -0.12 0.18 0.20
```
Forces are in eV/Å.

electronic energy: -2182.4297 a.u.
frontier orbital gap (alpha / beta): 0.1048 / 0.1953 hartree
multiplicity: 8
total charge: -2


Record 2
Computed, not measured: C17H14ClNO2PmS2 as an isolated structure at a distorted geometry, with wB97M-V/def2-TZVPD.

```
38
Properties=species:S:1:pos:R:3:forces:R:3
C 1.368943 -1.757336 -0.235262 -0.68 -0.11 -0.35
C 1.440756 -1.825271 -1.671140 -0.87 -0.43 0.01
C 0.084906 -1.831004 -2.186770 0.11 -0.86 0.76
H 2.358961 -1.813507 -2.277292 -0.57 -0.08 0.35
C -0.818422 -1.735680 -1.052494 0.99 -0.81 -0.33
C -0.014941 -1.696352 0.140812 0.35 -0.78 -0.43
H -0.394931 -1.594078 1.168104 0.29 -0.14 -0.87
H 2.222526 -1.689752 0.459022 -0.63 -0.02 -0.51
H -0.208334 -1.756278 -3.245156 0.21 -0.25 0.54
H -1.912238 -1.627394 -1.100442 0.65 -0.14 0.06
Pm 0.374865 0.402657 -1.282023 0.28 4.25 2.44
Cl 1.391532 1.696107 0.730652 2.40 0.18 -2.59
C 0.585124 3.200768 -5.828125 -0.05 -0.88 -0.26
C -0.647690 2.559582 -6.172381 0.82 -0.47 -0.04
C -0.336658 1.322132 -6.822301 0.69 0.57 0.42
H -1.646666 2.947695 -5.981787 0.19 -0.04 -0.07
C 1.089110 1.199043 -6.880158 -0.54 0.72 0.47
C 1.658497 2.360545 -6.265760 -0.94 -0.29 -0.01
H 2.721219 2.570481 -6.158244 -0.21 -0.02 -0.05
H 0.688482 4.162759 -5.329610 -0.02 -0.16 -0.13
H -1.056853 0.604409 -7.211944 0.14 0.16 0.05
H 1.642386 0.371332 -7.321174 -0.11 0.18 0.07
O 1.502231 2.148513 5.360954 -0.16 -1.84 0.58
S 1.452459 0.839902 4.728902 -1.91 0.86 -3.94
O 2.688172 0.150061 4.397438 -1.14 -0.04 1.42
N 0.750910 1.159627 3.213624 0.12 0.51 -0.44
C -0.364399 0.618182 2.815574 2.15 0.66 1.45
S -1.156486 0.931961 1.306798 -2.34 -0.70 0.31
C -0.892162 -0.242504 3.919761 -0.68 -0.28 0.14
C -2.097607 -0.955319 3.921936 0.43 0.03 0.42
C -2.468508 -1.657363 5.076732 0.48 0.19 0.10
C -1.646883 -1.649913 6.213534 0.28 0.35 -0.43
C -0.433604 -0.931526 6.207129 -0.06 0.14 -0.56
C -0.067178 -0.229632 5.052824 0.14 -0.60 1.43
H -2.728466 -0.941031 3.031188 0.23 0.07 0.25
H -3.403649 -2.208263 5.088636 0.10 0.04 0.04
H -1.940918 -2.194051 7.107837 0.03 0.10 -0.16
H 0.215503 -0.909499 7.080622 -0.19 -0.06 -0.13
```
Forces are in eV/Å.

electronic energy: -2726.3089 a.u.
frontier orbital gap (alpha / beta): 0.1705 / 0.1747 hartree
multiplicity: 5
total charge: -1


Record 3
Computed, not measured: one molecule with the formula C17H14F3N3O3S at a distorted geometry, with wB97M-V/def2-TZVPD.

```
41
Properties=species:S:1:pos:R:3:forces:R:3
C 4.647331 1.694201 -2.035949 -0.07 -0.01 0.24
H 4.410128 2.748753 -2.145778 -0.03 0.09 -0.01
H 5.696588 1.582090 -1.782552 0.09 -0.01 -0.05
H 4.461100 1.187083 -2.979890 0.02 -0.06 -0.12
C 3.794145 1.076519 -0.929781 0.20 0.51 0.03
N 2.386895 1.168828 -1.240432 0.16 -0.14 -0.13
C 1.476937 1.665625 -0.378366 0.31 -0.06 -0.25
O 1.741820 2.148138 0.702731 -0.23 0.05 0.16
C 0.085804 1.562942 -0.890076 -1.11 0.01 -0.19
N -0.196779 1.102829 -2.085263 1.19 -0.05 0.08
O -1.537664 1.114403 -2.216480 -0.75 0.02 0.08
C -2.090796 1.592547 -1.088380 0.70 0.37 0.82
C -1.103827 1.901412 -0.196635 -0.39 -0.13 -0.58
H -1.185281 2.296815 0.792410 -0.07 0.07 0.24
C -3.581672 1.670983 -1.002887 -0.07 -0.01 -0.41
O -4.048198 1.640730 0.324686 0.05 0.18 0.06
C -3.814784 0.534724 1.081166 0.04 -0.47 0.31
C -4.241333 0.606898 2.409792 0.04 0.10 -0.22
C -4.049119 -0.454602 3.267578 0.00 0.04 -0.06
C -3.424422 -1.612609 2.828073 0.12 -0.13 -0.21
C -3.007499 -1.682004 1.510648 -0.04 -0.03 0.15
C -3.199584 -0.624842 0.627994 -0.12 0.13 -0.02
H -2.860154 -0.735805 -0.389446 0.03 0.03 -0.11
C -2.326605 -2.906745 0.970320 0.13 -0.28 -0.19
F -2.104279 -3.848829 1.893801 -0.07 0.03 0.29
F -1.131117 -2.620456 0.420561 0.09 0.21 -0.01
F -3.046050 -3.494988 -0.006369 -0.18 0.09 -0.07
H -3.263043 -2.443387 3.495756 0.02 -0.06 0.04
H -4.382792 -0.383295 4.290758 -0.04 0.03 0.10
H -4.720312 1.514339 2.740801 -0.06 0.12 0.06
H -3.929173 2.632108 -1.397982 0.04 -0.22 0.01
H -4.024996 0.868393 -1.608346 0.04 0.09 0.07
H 2.052546 0.774109 -2.107565 -0.04 0.03 -0.01
C 4.183099 -0.349373 -0.694692 -0.80 -0.45 0.16
N 5.387182 -0.793852 -0.674364 0.45 0.77 -0.18
C 5.433043 -2.122849 -0.424938 -0.31 -0.61 0.16
C 4.226219 -2.719962 -0.252037 -0.17 0.13 0.02
S 2.957516 -1.568855 -0.402528 0.72 0.17 -0.08
H 4.006452 -3.748064 -0.049746 0.03 -0.25 0.04
H 6.389464 -2.610980 -0.382218 0.12 -0.17 0.02
H 3.933212 1.637030 0.005626 -0.02 -0.14 -0.21
```
Forces are in eV/Å.

electronic energy: -1743.9887 a.u.
relative energy (zero: lowest compared OMol25 entry of this formula, charge and spin): 0.0 kJ/mol
frontier orbital gap: 0.3543 hartree


Record 4
Computed, not measured: C17H14F5N2O5STe2V as an isolated structure at a distorted geometry, with wB97M-V/def2-TZVPD.

```
47
Properties=species:S:1:pos:R:3:forces:R:3
V 0.945996 1.077525 -1.663847 -0.50 -0.24 -0.29
O 4.130049 3.324411 -1.339435 0.02 0.08 0.00
C 3.114677 2.678006 -1.401512 -0.06 -0.36 0.20
O 2.985518 1.377190 -1.264120 -0.45 0.32 0.04
C 1.706132 3.277140 -1.627897 0.16 0.46 -0.50
O 1.191910 4.075368 -0.845452 -0.04 0.17 -0.10
O 1.085543 2.749178 -2.660555 0.16 0.59 0.48
C 1.462239 -1.958863 2.000203 -0.08 -0.06 0.21
Te 2.284242 -0.400686 0.839637 -0.44 -0.22 -0.11
C 0.555615 0.605206 1.778955 -0.06 0.05 -0.06
C 0.510338 -0.000743 3.148545 0.00 0.05 0.03
C 0.076694 0.668575 4.289434 0.04 -0.01 -0.02
C 0.088773 0.036226 5.524271 0.02 -0.03 0.02
C 0.556083 -1.267789 5.634417 -0.02 0.03 0.02
C 1.007740 -1.938399 4.507552 0.02 0.02 -0.04
C 0.979106 -1.316851 3.264700 -0.02 -0.01 -0.02
H 2.189545 -2.752856 2.135936 0.01 -0.01 0.03
H 0.641670 -2.321464 1.374959 0.03 -0.05 -0.02
H -0.318939 0.332702 1.181404 0.00 -0.04 0.01
H 0.646295 1.691918 1.798228 0.00 0.00 -0.01
H -0.266908 1.693040 4.204944 -0.01 -0.01 0.00
H -0.255989 0.563392 6.405417 0.01 0.00 -0.01
H 0.576898 -1.758516 6.599662 0.00 0.01 0.00
H 1.396942 -2.946701 4.590471 -0.03 0.00 0.00
N -1.549183 3.465026 -1.623126 0.00 -0.17 0.01
C -1.988558 2.223091 -1.853085 0.32 0.20 0.23
N -1.288468 1.123571 -1.685144 -0.19 -0.23 -0.11
C -2.110976 -0.008975 -1.865078 0.26 0.18 0.06
C -1.721781 -1.334364 -1.699540 -0.05 -0.10 -0.06
C -2.661816 -2.330549 -1.902335 -0.01 0.00 0.00
C -3.975453 -2.034999 -2.266997 0.05 -0.01 0.00
C -4.371496 -0.719654 -2.435195 0.03 0.00 0.01
C -3.426942 0.274827 -2.227339 -0.18 -0.07 0.00
S -3.657826 1.997344 -2.320098 -0.08 0.01 -0.02
H -0.564190 3.652727 -1.397574 -0.05 0.05 -0.08
H -2.097714 4.236351 -1.954489 -0.02 0.04 0.02
H -0.702200 -1.582143 -1.444677 -0.02 0.05 0.05
H -2.357849 -3.362215 -1.780321 -0.01 0.00 -0.01
H -4.687932 -2.834782 -2.422174 0.00 0.00 0.00
H -5.388625 -0.473350 -2.711691 0.01 0.01 -0.01
F 0.754223 -1.026955 -3.241793 -0.11 0.00 -0.04
Te 2.547838 -1.265335 -2.666899 -0.18 -0.96 -0.28
F 2.941272 -2.187411 -4.267330 0.20 -0.01 -0.16
F 1.822287 -2.984065 -2.189601 0.04 -0.11 0.09
F 3.376120 -1.944268 0.045017 0.11 -0.05 -0.25
F 2.645107 0.307029 -3.821475 0.14 0.16 0.00
O 1.173978 -0.677930 -0.744975 0.99 0.26 0.72
```
Forces are in eV/Å.

electronic energy: -3519.7380 a.u.
relative energy (zero: lowest compared OMol25 entry of this formula, charge and spin): 182.0 kJ/mol
frontier orbital gap (alpha / beta): 0.2664 / 0.3086 hartree
multiplicity: 4
total charge: -1